6 unconnected molecules or ions with the total composition C45H76ClF3IO11P at a distorted geometry. Source: the Open Molecules 2025 dataset; level of theory: the ωB97M-V functional and the def2-TZVPD basis.

The value obtained for the energy is -108484.8861 eV.

The geometry in XYZ format:
```
138
Properties=species:S:1:pos:R:3:forces:R:3
C 2.132 0.986 1.971 -0.391 0.511 -0.840
C 2.376 1.697 0.645 0.156 -0.608 0.809
O 3.140 0.798 -0.199 0.108 -0.022 -0.397
P 3.154 1.159 -1.752 -0.411 0.622 0.636
O 2.937 2.589 -2.009 0.063 0.088 -0.407
C 1.848 0.133 -2.434 0.029 -0.522 0.317
C 1.824 -1.287 -1.854 -0.234 0.160 0.073
C 0.754 -2.196 -2.464 0.373 -0.015 0.238
C 0.940 -2.656 -3.915 0.082 0.052 -0.283
C 2.404 -2.530 -4.377 0.305 0.242 0.031
C 2.892 -1.600 -5.296 0.514 -0.537 0.457
C 4.241 -1.629 -5.667 -0.063 -0.215 0.032
C 5.124 -2.562 -5.129 -0.720 0.182 0.102
C 4.653 -3.469 -4.177 -0.320 0.537 -0.357
C 3.310 -3.447 -3.815 0.323 0.162 -0.206
O 0.689 -4.096 -4.029 0.342 0.263 0.156
C 0.747 -4.330 -5.373 -0.176 1.087 0.745
O 1.288 -5.273 -5.819 0.313 -1.413 -0.795
C 0.073 -3.164 -6.098 -1.071 -0.046 0.202
I -1.824 -4.092 -6.733 0.263 -0.435 -0.852
C 0.669 -2.631 -7.394 0.262 -0.049 -0.090
C 1.390 -3.675 -8.243 -0.239 0.489 -0.386
C 2.074 -3.010 -9.410 0.213 -0.220 0.157
F 3.286 -2.535 -9.065 0.157 0.236 0.098
F 2.277 -3.873 -10.414 0.019 -0.172 -0.206
F 1.383 -1.976 -9.912 -0.195 0.231 -0.155
C -0.159 -2.149 -4.911 0.020 -0.891 -0.290
Cl -1.706 -2.670 -4.112 -0.030 0.901 0.943
C -0.257 -0.665 -5.199 -0.747 -0.079 0.294
C -1.597 -0.209 -5.788 0.656 0.379 -0.484
C -1.492 1.221 -6.337 -0.391 -0.328 0.802
C -1.353 2.207 -5.179 -0.195 0.079 0.132
O -1.881 3.487 -5.484 0.589 0.116 -0.254
C -0.868 4.310 -6.054 -0.118 -0.363 0.162
O 4.557 0.584 -2.207 -0.203 0.059 -0.077
C 5.101 1.114 -3.436 0.622 -0.447 -0.364
C 6.537 1.565 -3.209 -0.223 -0.316 -0.161
H 1.889 1.749 2.704 0.038 -0.110 0.331
H 2.975 0.374 2.256 0.118 -0.014 0.218
H 1.244 0.373 1.837 0.016 -0.374 0.294
H 2.939 2.610 0.789 0.087 0.186 -0.204
H 1.411 1.913 0.198 -0.011 0.275 -0.309
H 0.931 0.627 -2.112 -0.163 0.210 -0.177
H 1.872 0.136 -3.518 0.168 0.155 -0.159
H 1.541 -1.170 -0.810 0.086 -0.101 0.191
H 2.810 -1.741 -1.841 0.130 -0.078 -0.193
H -0.199 -1.691 -2.336 -0.187 -0.044 -0.133
H 0.701 -3.097 -1.857 -0.067 -0.171 0.024
H 2.244 -0.861 -5.724 0.094 0.157 -0.040
H 4.597 -0.923 -6.404 0.012 0.067 -0.056
H 6.151 -2.567 -5.454 0.161 -0.052 0.018
H 5.337 -4.178 -3.740 -0.028 -0.159 0.123
H 2.965 -4.166 -3.088 -0.159 -0.081 0.026
H -0.153 -2.250 -7.990 -0.079 0.238 -0.055
H 1.334 -1.788 -7.233 0.119 -0.035 0.253
H 2.157 -4.216 -7.706 -0.034 -0.222 0.112
H 0.655 -4.348 -8.672 0.033 -0.364 0.140
H 0.538 -0.324 -5.851 0.107 -0.011 -0.017
H -0.170 -0.171 -4.234 0.336 0.193 0.073
H -1.912 -0.889 -6.576 -0.140 -0.106 -0.061
H -2.347 -0.183 -5.008 -0.251 -0.308 0.057
H -0.668 1.310 -7.040 -0.049 0.077 -0.304
H -2.450 1.443 -6.800 0.050 0.171 -0.402
H -0.317 2.288 -4.840 0.125 0.096 0.022
H -1.927 1.851 -4.323 -0.147 -0.118 0.055
H -1.334 5.191 -6.475 -0.093 0.146 -0.031
H -0.332 3.767 -6.834 -0.002 0.061 -0.226
H -0.141 4.588 -5.291 0.055 0.164 0.092
H 5.113 0.295 -4.149 -0.165 -0.169 0.037
H 4.482 1.900 -3.855 -0.182 0.192 0.229
H 6.631 2.640 -3.122 0.058 0.127 0.216
H 7.146 1.216 -4.038 0.139 0.172 -0.182
H 6.912 1.057 -2.328 0.103 0.139 0.225
C -6.583 3.369 -3.116 -0.014 0.097 0.017
C -5.529 3.768 -4.146 -0.008 -0.125 0.000
C -4.327 4.062 -3.261 0.006 0.094 0.104
O -4.445 3.200 -2.121 -0.049 -0.021 -0.048
C -5.745 2.610 -2.096 0.064 -0.065 -0.064
H -7.395 2.769 -3.525 0.009 -0.016 -0.008
H -7.016 4.262 -2.659 -0.005 -0.009 0.008
H -5.312 2.925 -4.807 0.016 0.016 -0.011
H -5.816 4.618 -4.764 -0.004 0.014 0.010
H -4.337 5.101 -2.910 -0.021 0.012 -0.045
H -3.380 3.874 -3.761 0.018 0.005 0.037
H -5.653 1.553 -2.369 -0.068 -0.010 0.010
H -6.148 2.671 -1.084 0.044 0.006 0.022
C -1.596 0.403 5.029 0.039 -0.143 -0.130
C -0.995 1.149 6.212 -0.045 0.097 0.014
C 0.104 1.962 5.540 0.108 -0.109 -0.046
O -0.354 2.246 4.216 -0.025 -0.018 0.028
C -1.507 1.447 3.926 -0.038 0.119 0.070
H -2.611 0.054 5.205 0.004 -0.002 0.047
H -0.976 -0.462 4.778 -0.010 -0.003 -0.006
H -1.744 1.810 6.648 -0.005 -0.015 -0.034
H -0.617 0.495 6.998 0.006 -0.018 -0.015
H 1.035 1.387 5.468 0.006 0.000 0.058
H 0.317 2.901 6.054 -0.005 0.033 -0.052
H -2.386 2.100 3.925 -0.039 -0.049 -0.017
H -1.401 1.009 2.932 0.061 0.045 -0.020
C -3.454 3.506 9.989 -0.068 0.108 -0.021
C -4.737 2.725 10.251 0.052 -0.106 0.032
C -5.267 2.521 8.839 -0.027 0.129 -0.105
O -4.124 2.447 7.979 0.020 0.080 0.207
C -2.961 2.865 8.701 0.009 -0.123 0.027
H -2.727 3.443 10.798 0.007 -0.024 -0.003
H -3.685 4.560 9.821 0.011 0.000 0.002
H -4.502 1.761 10.708 -0.008 0.003 0.000
H -5.444 3.244 10.896 -0.011 0.011 -0.013
H -5.881 3.368 8.516 -0.068 -0.027 0.059
H -5.855 1.607 8.740 0.028 -0.014 -0.090
H -2.348 1.980 8.907 0.060 0.048 0.043
H -2.381 3.552 8.084 -0.022 -0.024 -0.062
C -2.390 -2.068 9.456 0.027 0.110 0.035
C -3.891 -1.795 9.518 -0.015 -0.129 -0.054
C -4.111 -1.006 8.234 0.059 0.114 0.058
O -3.147 -1.488 7.292 -0.021 -0.030 0.103
C -2.180 -2.295 7.965 -0.069 -0.085 -0.054
H -2.071 -2.915 10.061 -0.009 -0.013 -0.005
H -1.836 -1.185 9.785 0.008 -0.006 -0.006
H -4.444 -2.736 9.485 -0.003 0.006 0.008
H -4.204 -1.249 10.407 0.018 0.020 0.000
H -3.938 0.063 8.389 -0.050 0.013 -0.018
H -5.112 -1.139 7.821 0.024 -0.006 -0.069
H -2.353 -3.343 7.697 0.056 -0.019 0.034
H -1.181 -2.013 7.628 -0.015 0.023 -0.045
C 4.272 -3.555 3.936 0.043 0.013 -0.101
C 5.238 -2.569 4.587 -0.043 -0.020 0.098
C 4.686 -1.234 4.106 0.011 0.011 -0.115
O 3.275 -1.412 3.956 0.053 -0.080 0.063
C 2.953 -2.802 4.032 -0.028 0.018 0.106
H 4.239 -4.528 4.424 -0.003 0.006 0.022
H 4.544 -3.708 2.889 -0.012 -0.005 -0.001
H 5.166 -2.638 5.675 0.007 0.010 -0.002
H 6.279 -2.721 4.305 -0.001 0.001 -0.025
H 5.107 -0.958 3.132 0.052 0.003 0.023
H 4.871 -0.419 4.806 -0.051 0.022 -0.004
H 2.456 -2.992 4.990 -0.008 -0.060 -0.016
H 2.259 -3.053 3.228 -0.016 0.055 -0.010
```
Forces are in eV/Å.